Here is a 11-piece molecular cluster, C92H193N11O10 overall at a distorted geometry from the Open Molecules 2025 dataset. Energies are from ωB97M-V/def2-TZVPD.

Element x y z (Å)
C1 -1.321 -26.494 20.677
C2 -0.604 -25.495 21.557
C3 -0.327 -26.277 22.872
C4 0.795 -24.994 21.130
C5 0.646 -23.988 20.010
C6 -0.247 -22.796 20.451
C7 -1.585 -23.247 21.002
C8 -2.122 -22.020 21.788
C9 -2.598 -23.585 19.931
N1 -1.346 -24.232 22.014
O1 -2.613 -24.649 22.557
H1 -1.193 -26.130 19.640
H2 -1.005 -27.553 20.809
H3 -2.336 -26.446 21.129
H4 -0.071 -25.549 23.637
H5 -1.194 -26.860 23.166
H6 0.635 -26.892 22.623
H7 1.280 -24.367 21.952
H8 1.517 -25.806 20.841
H9 1.695 -23.582 19.845
H10 0.267 -24.520 19.081
H11 -0.423 -22.101 19.621
H12 0.315 -22.168 21.118
H13 -1.263 -21.642 22.378
H14 -2.978 -22.153 22.384
H15 -2.249 -21.164 21.153
H16 -3.599 -23.670 20.393
H17 -2.449 -24.519 19.396
H18 -2.581 -22.750 19.198
H19 -2.775 -24.386 23.436
C10 -6.456 -27.977 10.228
C11 -6.533 -29.492 10.429
C12 -6.076 -30.112 9.124
C13 -5.607 -30.051 11.481
C14 -5.996 -29.609 12.869
C15 -7.374 -30.104 13.189
C16 -8.475 -29.674 12.160
C17 -9.731 -30.498 12.391
C18 -8.773 -28.187 12.312
N2 -7.927 -30.065 10.801
O2 -8.887 -29.654 9.817
H20 -5.887 -27.756 9.293
H21 -7.358 -27.475 10.111
H22 -5.981 -27.432 11.060
H23 -5.898 -31.209 9.196
H24 -6.743 -29.826 8.249
H25 -5.109 -29.734 8.819
H26 -5.531 -31.132 11.401
H27 -4.682 -29.603 11.252
H28 -5.315 -29.877 13.658
H29 -5.981 -28.480 12.892
H30 -7.725 -29.803 14.192
H31 -7.403 -31.216 13.229
H32 -9.846 -30.737 13.431
H33 -9.643 -31.494 11.872
H34 -10.644 -30.074 12.076
H35 -9.282 -28.046 13.292
H36 -9.480 -27.876 11.540
H37 -7.946 -27.548 12.268
H38 -9.314 -30.521 9.654
C19 -1.778 -25.343 10.227
C20 -1.199 -25.331 8.729
C21 -1.826 -24.117 8.019
C22 0.326 -25.123 8.709
C23 1.159 -26.342 9.105
C24 0.703 -27.560 8.293
C25 -0.802 -27.792 8.411
C26 -1.095 -28.823 7.315
C27 -1.077 -28.418 9.783
N3 -1.461 -26.556 8.025
O3 -2.897 -26.708 8.058
H39 -1.053 -25.715 10.892
H40 -1.929 -24.317 10.674
H41 -2.727 -25.869 10.270
H42 -1.471 -23.270 8.536
H43 -1.586 -24.061 6.921
H44 -2.971 -24.244 8.073
H45 0.572 -24.876 7.661
H46 0.604 -24.271 9.393
H47 2.176 -26.114 8.802
H48 1.102 -26.488 10.185
H49 1.332 -28.451 8.393
H50 0.939 -27.269 7.296
H51 -0.908 -28.354 6.259
H52 -2.011 -29.386 7.391
H53 -0.241 -29.491 7.406
H54 -0.403 -29.263 9.953
H55 -2.075 -28.888 9.868
H56 -0.807 -27.744 10.593
H57 -3.146 -27.184 7.264
C28 -0.587 -34.576 12.364
C29 -0.555 -34.295 10.867
C30 0.901 -33.982 10.449
C31 -0.947 -35.589 10.142
C32 -1.296 -35.312 8.689
C33 -2.421 -34.198 8.617
C34 -1.890 -32.842 9.218
C35 -0.821 -32.243 8.328
C36 -3.040 -31.844 9.263
N4 -1.563 -33.192 10.588
O4 -1.180 -31.987 11.268
H58 -0.705 -33.643 12.873
H59 -1.557 -34.994 12.620
H60 0.220 -35.273 12.627
H61 1.206 -32.930 10.622
H62 1.651 -34.625 10.967
H63 1.111 -34.037 9.345
H64 0.005 -36.179 10.324
H65 -1.848 -36.008 10.642
H66 -0.444 -34.960 8.076
H67 -1.636 -36.193 8.075
H68 -3.347 -34.453 9.089
H69 -2.699 -33.965 7.610
H70 -0.328 -31.365 8.785
H71 -1.045 -31.943 7.285
H72 -0.038 -32.952 8.099
H73 -3.927 -32.404 9.562
H74 -3.389 -31.343 8.376
H75 -2.857 -31.160 10.041
H76 -0.257 -31.704 11.016
C37 -7.616 -28.530 16.847
C38 -6.898 -27.950 18.115
C39 -7.961 -27.775 19.184
C40 -5.878 -28.894 18.724
C41 -4.558 -29.041 17.949
C42 -4.032 -27.682 17.652
C43 -5.028 -26.699 16.956
C44 -4.420 -25.319 17.030
C45 -5.295 -27.095 15.515
N5 -6.242 -26.668 17.832
O5 -7.241 -25.891 17.210
H77 -8.214 -29.405 17.181
H78 -8.187 -27.717 16.403
H79 -6.835 -28.860 16.170
H80 -7.563 -27.422 20.135
H81 -8.704 -27.038 18.839
H82 -8.532 -28.786 19.188
H83 -5.600 -28.495 19.694
H84 -6.330 -29.900 18.879
H85 -3.908 -29.515 18.593
H86 -4.677 -29.524 16.985
H87 -3.218 -27.738 16.924
H88 -3.585 -27.280 18.537
H89 -4.829 -24.657 16.261
H90 -3.360 -25.446 16.946
H91 -4.541 -24.802 17.951
H92 -6.256 -26.827 15.196
H93 -5.194 -28.192 15.267
H94 -4.424 -26.622 15.011
H95 -6.998 -25.006 17.541
C46 5.722 -31.813 13.397
C47 4.217 -31.460 13.579
C48 3.652 -32.748 14.163
C49 3.879 -30.297 14.562
C50 4.191 -28.913 13.967
C51 3.394 -28.811 12.666
C52 3.615 -29.921 11.658
C53 2.509 -29.880 10.579
C54 4.947 -29.586 11.019
N6 3.542 -31.199 12.318
O6 3.831 -32.204 11.321
H96 6.451 -31.052 13.685
H97 5.999 -32.664 14.077
H98 5.889 -32.077 12.378
H99 2.598 -32.761 14.022
H100 4.040 -33.664 13.774
H101 3.939 -32.726 15.234
H102 2.797 -30.392 14.760
H103 4.462 -30.485 15.506
H104 3.907 -28.114 14.615
H105 5.307 -28.801 13.671
H106 3.509 -27.874 12.111
H107 2.376 -28.722 13.066
H108 2.395 -28.875 10.244
H109 1.512 -30.178 11.072
H110 2.766 -30.477 9.770
H111 5.730 -29.601 11.777
H112 4.945 -28.615 10.556
H113 5.242 -30.325 10.230
H114 3.112 -32.828 11.482
C55 -4.657 -32.317 15.101
C56 -4.734 -33.737 15.698
C57 -3.703 -33.862 16.775
C58 -6.159 -33.813 16.382
C59 -7.204 -33.855 15.276
C60 -6.805 -35.077 14.363
C61 -5.366 -35.108 13.711
C62 -5.055 -36.486 13.180
C63 -5.312 -34.177 12.436
N7 -4.459 -34.864 14.748
O7 -3.093 -34.936 14.310
H115 -4.791 -31.694 16.043
H116 -3.648 -32.136 14.749
H117 -5.440 -32.086 14.392
H118 -3.704 -33.023 17.485
H119 -4.051 -34.743 17.352
H120 -2.714 -34.042 16.313
H121 -6.240 -34.668 17.087
H122 -6.310 -32.927 16.974
H123 -8.224 -34.061 15.684
H124 -7.246 -32.946 14.779
H125 -7.397 -35.195 13.355
H126 -6.873 -35.989 14.915
H127 -4.005 -36.531 12.897
H128 -5.550 -36.606 12.178
H129 -5.369 -37.334 13.869
H130 -4.297 -34.145 12.047
H131 -5.675 -33.208 12.700
H132 -5.856 -34.584 11.608
H133 -2.967 -33.960 14.032
C64 -5.843 -20.851 12.310
C65 -4.692 -21.749 11.783
C66 -5.158 -22.509 10.519
C67 -3.539 -20.769 11.366
C68 -2.848 -20.151 12.531
C69 -2.183 -21.339 13.282
C70 -3.203 -22.307 13.884
C71 -2.545 -23.658 14.185
C72 -3.833 -21.767 15.178
N8 -4.188 -22.708 12.844
O8 -5.308 -23.243 13.504
H134 -5.509 -20.328 13.192
H135 -6.140 -20.035 11.651
H136 -6.722 -21.439 12.508
H137 -5.345 -21.660 9.807
H138 -4.448 -23.183 10.105
H139 -6.099 -23.092 10.912
H140 -2.852 -21.280 10.700
H141 -3.936 -20.008 10.632
H142 -2.062 -19.411 12.291
H143 -3.528 -19.651 13.245
H144 -1.664 -20.936 14.187
H145 -1.509 -21.784 12.550
H146 -2.024 -23.604 15.110
H147 -1.902 -24.049 13.391
H148 -3.336 -24.406 14.423
H149 -4.566 -22.541 15.452
H150 -4.447 -20.889 15.010
H151 -3.047 -21.539 15.899
H152 -5.352 -24.106 13.110
C73 -0.274 -29.127 13.244
C74 -1.385 -28.643 14.193
C75 -2.617 -28.385 13.295
C76 -1.690 -29.868 15.098
C77 -0.740 -29.937 16.300
C78 -0.471 -28.685 17.038
C79 -0.154 -27.473 16.045
C80 -0.317 -26.306 16.918
C81 1.393 -27.463 15.584
N9 -1.161 -27.480 14.972
O9 -0.822 -26.464 14.092
H153 0.698 -29.467 13.756
H154 -0.654 -30.037 12.749
H155 0.011 -28.362 12.496
H156 -3.466 -27.943 13.837
H157 -2.397 -27.764 12.414
H158 -2.953 -29.335 12.839
H159 -2.717 -29.753 15.433
H160 -1.545 -30.780 14.530
H161 -1.194 -30.552 17.072
H162 0.200 -30.417 16.021
H163 0.376 -28.870 17.800
H164 -1.292 -28.327 17.637
H165 0.377 -26.498 17.730
H166 -1.313 -25.988 17.267
H167 -0.015 -25.442 16.321
H168 1.539 -26.779 14.687
H169 1.751 -28.483 15.422
H170 2.064 -27.080 16.438
H171 -1.481 -25.747 14.295
C82 2.090 -22.145 10.871
C83 2.519 -23.059 12.050
C84 1.172 -23.529 12.711
C85 3.482 -24.211 11.519
C86 4.197 -24.877 12.725
C87 4.989 -23.760 13.372
C88 4.061 -22.744 14.102
C89 3.293 -23.449 15.248
C90 4.911 -21.646 14.678
N10 3.320 -22.180 12.975
O10 2.465 -21.067 13.471
H172 1.544 -22.771 10.185
H173 1.435 -21.334 11.216
H174 3.007 -21.761 10.384
H175 0.738 -22.776 13.397
H176 0.390 -23.878 12.016
H177 1.330 -24.412 13.278
H178 2.969 -25.071 10.958
H179 4.353 -23.800 10.945
H180 3.646 -25.441 13.504
H181 4.894 -25.637 12.227
H182 5.676 -23.260 12.730
H183 5.626 -24.235 14.114
H184 2.872 -24.351 14.853
H185 2.529 -22.751 15.748
H186 4.006 -23.616 16.062
H187 5.346 -21.822 15.676
H188 4.333 -20.753 14.742
H189 5.660 -21.468 13.912
H190 2.631 -20.281 12.951
C91 3.001 -32.502 19.520
C92 2.598 -31.070 19.599
N11 2.323 -29.936 19.632
H191 2.267 -33.172 19.929
H192 3.942 -32.504 20.082
H193 3.111 -32.796 18.493

Results
Kohn-Sham gap = 8.671 eV
SMILES = CC1(C)CCCC(C)(C)N1O.CC1(C)CCCC(C)(C)N1O.CC1(C)CCCC(C)(C)N1O.CC1(C)CCCC(C)(C)N1O.CC1(C)CCCC(C)(C)N1O.CC1(C)CCCC(C)(C)N1O.CC1(C)CCCC(C)(C)N1O.CC1(C)CCCC(C)(C)N1O.CC1(C)CCCC(C)(C)N1O.CC1(C)CCCC(C)(C)N1O.CC#N
calculated total energy = -135383.73844 eV
HOMO energy = -8.353 eV